Computed, not measured: an isolated molecule of C22H26N4O3, with ωB97M-V/def2-TZVPD.

Summary:
HOMO level: -0.314 Ha
Energy relative to the best compared isomer or geometry (same formula, charge and spin): 309.33 kJ/mol
Energy: -35338.594 eV
SMILES: O=C(Cc1ccccc1)Nc1ccnn1C1CCN(Cc2ccc(CO)o2)CC1
2S+1: 1
E_LUMO: 0.63 eV

XYZ file:
```
55
C22H26N4O3 ωB97M-V/def2-TZVPD
O 2.36489 -0.43166 2.47868
C 2.83544 -0.95687 1.49563
N 2.48855 -2.19644 1.05407
C 1.54063 -3.06156 1.60657
C 1.66431 -4.42200 1.82373
C 0.41880 -4.80284 2.32813
N -0.39601 -3.76908 2.40411
N 0.28114 -2.71404 1.96317
C -0.34326 -1.41419 1.86557
C -0.45787 -0.96176 0.40861
C -1.09988 0.41814 0.37249
N -2.43031 0.36532 0.95099
C -2.37032 -0.05512 2.34026
C -1.74551 -1.44066 2.46135
H -1.70523 -1.74165 3.50751
H -2.35026 -2.16734 1.92021
H -1.78828 0.66235 2.94863
H -3.39080 -0.08039 2.73053
C -3.13494 1.63548 0.82526
C -3.20909 2.07890 -0.59498
C -3.91740 1.61916 -1.66393
C -3.50209 2.38699 -2.78048
C -2.57278 3.26650 -2.31409
O -2.39305 3.08569 -0.98425
C -1.75396 4.33109 -2.97543
H -2.18388 5.32299 -2.75704
O -0.40509 4.28916 -2.57074
H -0.38522 4.33245 -1.60676
H -1.76169 4.18057 -4.05643
H -3.84787 2.29696 -3.78957
H -4.63689 0.82740 -1.65660
H -2.64123 2.43437 1.40893
H -4.14547 1.49063 1.21777
H -0.45164 1.13418 0.91098
H -1.18166 0.74509 -0.66572
H -1.08504 -1.66657 -0.13961
H 0.51924 -0.91383 -0.07340
H 0.27887 -0.69870 2.41842
H 0.09025 -5.77481 2.63710
H 2.52614 -5.03284 1.64979
H 3.02791 -2.58996 0.29615
C 3.84579 -0.27317 0.57967
C 3.16242 0.02936 -0.72726
C 2.33842 1.14382 -0.84103
C 1.66172 1.40303 -2.01955
C 1.79528 0.54339 -3.09738
C 2.61462 -0.56710 -2.99547
C 3.29434 -0.82237 -1.81702
H 3.94675 -1.68368 -1.75466
H 2.72942 -1.23653 -3.83537
H 1.26590 0.74493 -4.01610
H 1.03614 2.27816 -2.10818
H 2.23276 1.80814 0.00422
H 4.70856 -0.92372 0.42705
H 4.17032 0.64562 1.06822
```

Want to see where the charge sits? The Mulliken charges in e are: -0.66 0.56 0.08 0.54 -1.04 -0.36 -1.28 1.04 -0.37 -0.03 -0.71 0.11 -0.83 -0.76 0.46 0.32 0.41 0.47 -0.99 0.40 -0.51 -0.80 0.56 -0.32 -0.57 0.24 -0.52 0.31 0.32 0.50 0.56 0.31 0.47 0.27 0.37 0.23 0.00 0.24 0.46 0.44 0.25 -1.53 0.51 -0.20 -0.31 -0.62 -0.70 -0.26 0.45 0.40 0.43 0.54 0.32 0.42 0.40

Computed, not measured: a cluster of 2 separate species, C22H27 in total at a distorted geometry, with ωB97M-V/def2-TZVPD.

Summary:
HOMO level: -0.428 Ha
Energy relative to the best compared isomer or geometry (same formula, charge and spin): 3.80 kJ/mol
Energy: -23244.419 eV
Total charge: +1
2S+1: 1
E_LUMO: -5.27 eV

XYZ file:
```
49
C22H27 ωB97M-V/def2-TZVPD
C -0.86667 1.77769 3.07888
C -1.56407 1.87010 1.75631
C -1.57059 0.85912 0.86875
C -2.30616 0.88642 -0.43420
C -2.84499 2.28716 -0.83666
C -3.37787 3.05618 0.39251
C -2.37630 3.12102 1.54828
H -0.92466 2.74071 3.59622
H -1.34912 1.04287 3.73133
H 0.19001 1.50749 3.01220
H -1.35653 -0.16264 1.20170
H -1.68328 0.48686 -1.24609
H -3.18088 0.18743 -0.36626
H -2.04285 2.86926 -1.31351
H -3.64185 2.17913 -1.59135
H -3.65698 4.07526 0.09853
H -4.29588 2.56766 0.73902
H -2.90904 3.33205 2.48735
H -1.70881 3.99227 1.42766
C 4.96835 2.37323 -1.44820
C 3.79138 1.60633 -0.93114
C 2.93803 2.17530 0.02109
C 1.83300 1.47507 0.47463
C 1.59330 0.14159 0.05909
C 0.49290 -0.61772 0.58316
C 0.03686 -1.87375 0.03729
C -0.65362 -2.78987 0.86055
C -0.94101 -4.07416 0.44093
C -0.65144 -4.47184 -0.86447
C -0.96853 -5.85905 -1.34394
C -0.01448 -3.57314 -1.72622
C 0.23154 -2.25952 -1.33142
C 2.53793 -0.44907 -0.82197
C 3.60871 0.27425 -1.31904
H 5.37914 1.89183 -2.34527
H 4.69282 3.41314 -1.69017
H 5.78508 2.42830 -0.70878
H 3.15024 3.18366 0.37849
H 1.15395 1.94385 1.17844
H 0.37446 -0.48398 1.68472
H -0.94863 -2.47538 1.85417
H -1.39247 -4.79946 1.11301
H -0.38159 -6.10980 -2.23995
H -0.74419 -6.61853 -0.58151
H -2.03392 -5.98257 -1.60462
H 0.28103 -3.92144 -2.72044
H 0.58210 -1.54590 -2.07317
H 2.44706 -1.49156 -1.08213
H 4.31852 -0.18587 -2.00380
```

Want to see where the charge sits? The Mulliken charges in e are: -1.79 0.80 0.52 -0.58 -0.89 -0.91 -0.95 0.41 0.38 0.37 0.17 0.16 0.34 0.32 0.39 0.38 0.35 0.41 0.36 -1.40 1.13 -1.04 -0.22 0.29 -0.53 1.12 -0.41 -0.89 1.12 -1.44 -0.96 -0.81 -0.69 -1.04 0.37 0.38 0.30 0.42 0.20 0.82 0.42 0.41 0.37 0.38 0.30 0.31 0.76 0.71 0.36